Record 1
Below is a gas-phase ion, C5H8N3O4S (charge +1) at a distorted geometry, with properties calculated with wB97M-V/def2-TZVPD.

```
21
Properties=species:S:1:pos:R:3:forces:R:3:lowdin_spin:R:1
C 1.68295 -0.75989 -0.43871 -0.43 -0.11 3.06 0.15
C 1.61623 -0.01462 0.75571 -0.65 0.38 -2.29 0.02
C 0.84399 1.19193 0.84383 1.04 -1.21 0.39 0.24
C -1.14787 0.30473 -0.16772 0.65 2.37 0.53 0.20
C -3.36008 -0.77616 -1.24876 1.74 -0.80 0.59 0.10
N -0.29886 1.38630 0.07673 0.24 -0.21 1.13 0.02
N 2.40824 -0.44503 1.85687 -0.01 1.00 0.09 0.00
N 0.99134 -0.51202 -1.50719 -2.39 3.74 -3.23 0.12
O 1.09606 2.17017 1.69684 0.67 0.28 0.74 0.12
O 2.84868 -1.54055 1.87448 0.57 -2.16 -0.41 0.00
O 2.62153 0.35728 2.75023 -0.03 1.21 0.79 -0.01
O -0.95267 -0.83320 0.14648 -0.34 -1.68 0.66 0.26
S -2.69320 0.80710 -0.88670 -1.19 0.44 -0.70 0.71
H 2.05211 -1.76051 -0.49132 1.04 -0.30 0.60 0.01
H -3.96533 -0.82355 -2.13410 0.40 0.24 -1.13 0.02
H -4.16158 -0.92622 -0.54535 -0.11 -0.33 1.12 0.04
H -2.45307 -1.47754 -1.09936 -1.91 0.62 -0.40 0.00
H -0.62906 2.33698 0.27258 -0.43 -0.36 -0.54 0.00
H 0.35203 0.36246 -1.72230 2.40 -2.35 0.86 0.01
H 1.25554 -0.98565 -2.33557 0.06 -0.59 -0.68 0.00
H 1.89300 1.93798 2.30332 -1.32 -0.17 -1.19 0.00
```
Positions in Å, forces in eV/Å.

multiplicity	3
total charge	+1
max |F|	5.49	eV Å⁻¹
energy	-1058.23611	Ha

Record 2
Below is 2 unconnected molecules or ions with the total composition C4H10O2 at a distorted geometry, with properties calculated with wB97M-V/def2-TZVPD.

```
16
Properties=species:S:1:pos:R:3:forces:R:3:lowdin_spin:R:1
C -2.09826 1.27991 0.96607 -1.55 -1.98 -0.48 0.00
O -2.47406 0.07248 0.15010 1.57 1.20 1.70 0.00
C -1.40144 0.75896 2.15027 -0.15 -1.98 2.69 0.00
H -3.09237 1.72987 1.21861 1.09 0.10 0.01 0.00
H -1.46241 1.97543 0.39799 -0.29 -0.19 -0.02 0.00
H -2.73915 0.56949 -0.58309 -1.18 0.20 -2.48 0.00
H -1.33131 1.56408 2.85019 1.02 0.76 0.44 0.00
H -0.45946 0.16409 2.01541 -0.54 1.12 -0.30 0.00
H -1.98435 0.04005 2.83720 0.13 0.81 -1.63 0.00
C 2.98793 0.11619 -1.53675 1.54 -1.73 0.34 0.54
C 2.42154 -1.05628 -0.90376 -1.56 0.35 -1.03 0.21
O 1.14316 -1.47744 -1.06760 4.07 1.11 1.14 0.20
H 4.15389 0.16321 -1.69697 -2.58 0.01 0.58 0.01
H 2.34227 0.86817 -1.93284 -0.20 0.53 -0.36 0.03
H 3.10279 -1.62638 -0.26824 -0.69 -0.51 -0.16 0.01
H 0.65863 -0.80101 -1.55323 -0.69 0.21 -0.45 0.00
```
Positions in Å, forces in eV/Å.

multiplicity	2
total charge	+1
energy relative to the best compared isomer or geometry (same formula, charge and spin)	71.3	kcal/mol
max |F|	4.37	eV Å⁻¹
energy	-308.46718	Ha

Record 3
Below is a molecular structure, C37H20F5N2O6OsS3 at a distorted geometry, with properties calculated with wB97M-V/def2-TZVPD.

```
74
Properties=species:S:1:pos:R:3:forces:R:3:lowdin_charge:R:1
Os -0.24614 1.01091 -0.63492 2.47 1.37 2.18 1.74
C 0.23450 1.24456 4.00361 -0.07 -0.10 -0.05 -0.03
C -0.88781 0.54958 4.42682 0.02 0.03 -0.12 -0.04
C -1.75470 0.02048 3.48776 0.13 0.05 0.04 0.00
C -1.49088 0.20235 2.13199 -0.07 0.00 0.19 -0.23
N -0.37918 0.84529 1.75260 -0.45 0.26 -2.17 0.06
C 0.45500 1.35724 2.64292 0.45 0.27 -0.11 -0.09
C -2.38346 -0.22337 1.04777 -0.11 -0.26 -0.02 -0.19
C -3.62700 -0.80115 1.29570 0.06 -0.04 0.13 -0.03
C -4.48790 -1.11210 0.25907 0.01 -0.01 -0.01 -0.07
C -4.09606 -0.88276 -1.05184 0.08 -0.15 0.00 -0.07
C -2.84518 -0.34635 -1.30481 0.09 -0.04 -0.16 -0.10
C -1.97635 0.00439 -0.27212 -0.10 0.48 -0.24 -0.25
H 0.92273 1.69003 4.70601 0.06 0.00 -0.05 0.11
H -1.09408 0.43054 5.48239 0.01 -0.01 0.00 0.11
H -2.62897 -0.51989 3.81595 -0.05 0.00 -0.08 0.11
H 1.31616 1.87947 2.24458 -0.02 0.00 0.03 0.12
H -3.93489 -1.00745 2.31135 -0.06 0.04 0.03 0.10
H -5.46319 -1.52907 0.47343 0.00 -0.02 0.01 0.10
H -4.75816 -1.12499 -1.87303 -0.01 0.00 -0.01 0.10
H -2.53794 -0.18731 -2.33270 -0.04 0.15 0.02 0.10
O 6.97701 2.52034 -0.79027 0.37 -0.08 0.19 -0.02
C 6.34609 1.57955 -0.29360 -1.45 0.09 -0.39 -0.72
O 6.63467 0.61663 0.43312 0.39 -0.02 0.12 -0.04
C 4.81476 1.59172 -0.67962 1.35 0.03 0.31 -0.10
C 4.31167 0.60193 -1.51768 -0.50 0.22 -0.05 0.00
C 2.96474 0.61073 -1.82626 0.35 -0.18 -0.16 -0.13
N 2.11719 1.50223 -1.30868 -1.08 -0.14 0.16 0.02
C 2.61126 2.46218 -0.53375 0.07 0.63 0.37 -0.21
C 3.95418 2.56970 -0.20711 -0.51 -0.21 -0.29 0.06
C 1.60310 3.48227 -0.02044 1.68 -0.57 -0.20 -0.61
O 2.01167 4.52599 0.45492 -0.62 -0.04 0.04 0.07
O 0.38125 3.11764 -0.14919 -2.13 -1.32 -0.18 -0.13
H 4.96055 -0.17137 -1.90502 0.01 0.00 -0.05 0.12
H 2.55308 -0.11599 -2.51027 -0.09 -0.09 0.09 0.09
H 4.27142 3.39918 0.40752 0.11 -0.01 -0.01 0.13
F -5.91966 5.28819 -0.62150 -0.04 -0.01 -0.02 0.10
C -4.83990 4.54239 -0.89252 0.08 -0.12 0.04 -0.15
C -4.52818 4.18739 -2.19190 -0.07 0.04 0.05 -0.15
F -5.33570 4.56777 -3.18970 0.02 0.07 -0.07 0.11
C -3.41622 3.41826 -2.46508 0.37 -0.29 0.00 -0.14
F -3.17498 3.07930 -3.74151 -0.02 0.04 -0.02 0.10
C -2.53595 2.94239 -1.47107 -0.93 0.50 0.26 -0.27
O -1.50748 2.21391 -1.80901 1.17 -0.97 0.89 -0.20
C -2.91851 3.30826 -0.15986 0.47 -0.42 -0.32 -0.13
F -2.20283 2.86014 0.87772 0.00 0.05 0.19 0.09
C -4.03043 4.07343 0.12471 -0.15 0.05 -0.17 -0.15
F -4.34583 4.33614 1.39779 0.05 0.06 0.03 0.11
O 0.89133 -0.57109 -0.15325 -1.36 0.08 -0.26 -0.41
C 1.06455 -1.97206 -0.18963 0.17 -0.13 -0.34 -0.54
C 2.21346 -2.23460 0.77165 -0.12 0.61 -0.02 -0.51
C 2.75650 -3.38920 1.24599 -0.02 0.02 -0.05 -0.18
C 3.81123 -3.14365 2.16650 0.03 -0.06 -0.03 -0.18
C 4.03115 -1.81585 2.35644 -0.04 0.30 0.00 -0.37
S 2.97412 -0.83692 1.42857 0.29 -0.53 0.19 1.12
C 1.42089 -2.38779 -1.61297 0.02 0.00 0.04 -0.47
C 0.84504 -1.90183 -2.74789 0.03 -0.04 0.13 -0.16
C 1.37195 -2.48445 -3.93093 -0.11 0.04 -0.07 -0.18
C 2.32491 -3.41380 -3.66302 0.13 -0.17 0.18 -0.41
S 2.60384 -3.58354 -1.97541 -0.14 0.29 -0.23 1.08
C -0.13977 -2.80450 0.23145 0.02 0.24 0.22 -0.43
C -1.09145 -3.37828 -0.55507 -0.10 0.01 0.00 -0.11
C -2.07036 -4.08970 0.18458 -0.11 -0.01 -0.09 -0.18
C -1.84404 -4.04750 1.52221 0.12 0.17 0.20 -0.41
S -0.42969 -3.15148 1.89832 -0.19 -0.05 -0.16 1.08
H 2.41614 -4.37322 0.95747 -0.04 -0.03 0.02 0.11
H 4.37767 -3.92150 2.65730 0.01 -0.01 0.00 0.10
H 4.76565 -1.34620 2.98966 0.08 -0.02 -0.04 0.07
H 0.08166 -1.13398 -2.72426 0.00 -0.01 -0.07 0.10
H 1.05720 -2.21266 -4.92792 0.02 -0.01 -0.02 0.10
H 2.90059 -4.00149 -4.35847 0.00 0.00 -0.05 0.06
H -1.10176 -3.30515 -1.63099 0.07 0.02 -0.04 0.11
H -2.89629 -4.61362 -0.27337 -0.05 -0.01 0.03 0.10
H -2.42800 -4.49662 2.30884 0.00 -0.04 0.02 0.06
```
Positions in Å, forces in eV/Å.

multiplicity	1
total charge	-1
max |F|	3.56	eV Å⁻¹
energy	-3767.47887	Ha

Record 4
Below is a gas-phase ion, C19H29BF3NO9PS (charge +1) at a distorted geometry, with properties calculated with wB97M-V/def2-TZVPD.

```
64
Properties=species:S:1:pos:R:3:forces:R:3:lowdin_charge:R:1
C 1.98510 -0.65236 3.08655 0.09 0.24 0.15 0.11
C 1.90610 -0.12112 1.87231 -0.01 -0.66 0.07 -0.11
C 1.03686 -0.78863 0.85354 0.50 0.08 -0.17 -0.10
C -0.27552 -0.35329 0.74021 0.15 -0.43 -1.24 0.01
C -0.79893 0.72568 1.63555 0.00 0.26 -0.18 -0.50
O -1.27301 0.37642 2.66158 -0.47 -0.50 1.29 0.21
O -0.75126 2.00053 1.29142 0.28 -0.05 -0.68 0.13
C -0.14226 2.32725 0.02302 -0.18 0.64 0.14 -0.18
O -0.52108 3.61657 -0.26776 0.38 -0.34 -0.29 0.00
C 0.52566 4.51385 -0.55407 -0.36 0.86 -0.02 -0.23
O 0.74660 5.32880 0.55288 0.28 0.05 -0.12 -0.07
C 2.10934 5.58321 0.82217 0.34 -0.19 0.40 -0.18
C 2.71413 4.49832 1.72780 -0.77 -0.25 -0.40 -0.22
O 1.71684 4.09872 2.65347 -0.02 0.12 0.11 -0.05
C -1.11798 -0.95430 -0.22174 0.15 -0.18 0.22 -0.11
C -2.52867 -0.41214 -0.31890 0.26 0.29 0.48 -0.12
C -3.43471 -0.80847 0.88552 -0.31 -0.04 -0.52 -0.16
C -4.83262 -1.34097 0.48806 0.18 0.25 0.68 -0.24
C -5.94184 -0.34061 0.82208 0.10 0.00 -0.09 -0.10
C -0.62211 -1.99486 -1.01268 -0.82 0.71 -0.17 -0.19
P -1.77361 -2.78794 -2.28890 0.47 -1.74 -1.18 0.95
C -2.08890 -1.42738 -3.47881 0.41 0.65 1.14 -0.22
O -3.20128 -3.02767 -1.52098 0.40 0.67 0.37 -0.28
N 0.68748 -2.42905 -0.84506 -0.64 1.15 0.51 -0.06
S 1.40067 -3.75321 -1.71467 0.64 -3.52 -0.76 0.78
O 0.53618 -4.42138 -2.61545 -0.51 1.19 -0.23 -0.26
O 2.02393 -4.62091 -0.77191 0.21 1.15 0.78 -0.20
C 2.76261 -3.02229 -2.80237 -0.75 1.29 -0.07 -0.66
F 3.93554 -3.31566 -2.31922 0.18 -0.17 0.05 0.21
F 2.59907 -3.48142 -4.01298 0.12 -0.35 0.00 0.21
F 2.57726 -1.69088 -2.83219 0.19 -0.05 0.05 0.14
C 1.51552 -1.81887 0.05777 0.43 -0.43 0.35 -0.02
B 3.09331 -2.13291 0.36029 0.35 0.04 -0.53 -0.52
C 4.14029 -1.11492 -0.22020 -0.63 0.19 -0.08 0.02
O 3.50214 -3.19037 1.06884 -0.25 0.18 0.36 0.20
H 2.24101 -0.05946 3.95244 0.78 -0.08 -0.04 0.09
H 1.76007 -1.69181 3.27894 -0.70 0.04 0.05 0.09
H 2.42592 0.79084 1.61049 -0.51 0.46 0.10 0.12
H -0.52138 1.68559 -0.77373 -0.07 -0.36 0.15 0.14
H 0.93919 2.22223 0.13124 0.12 0.04 -0.05 0.13
H 0.17699 5.13867 -1.37720 -0.18 -0.06 -0.08 0.15
H 1.43800 4.01196 -0.88934 0.05 -0.28 0.18 0.13
H 2.21017 6.54855 1.30671 -0.40 0.14 0.11 0.13
H 2.68093 5.65161 -0.10574 0.15 -0.01 -0.05 0.13
H 2.95693 3.62848 1.10536 0.43 0.02 -0.02 0.10
H 3.59212 4.89284 2.23685 0.25 -0.09 -0.12 0.12
H 1.95793 3.24818 3.02512 0.08 0.03 0.17 0.08
H -2.41596 0.67113 -0.26813 -0.04 0.16 -0.22 0.12
H -3.00634 -0.61045 -1.26796 -0.02 -0.25 -0.04 0.08
H -2.91768 -1.49939 1.54498 0.07 -0.21 -0.06 0.12
H -3.59495 0.08322 1.48017 0.12 0.12 0.17 0.10
H -5.00047 -2.24777 1.06379 -0.09 -0.20 -0.10 0.10
H -4.86326 -1.59960 -0.56286 -0.04 -0.15 -0.09 0.08
H -6.88450 -0.84123 1.01926 -0.17 -0.03 -0.21 0.07
H -5.71220 0.23569 1.71528 0.08 -0.01 0.14 0.07
H -6.07067 0.37035 0.00908 -0.15 0.10 -0.05 0.07
H -3.15845 -1.29079 -3.60195 -0.12 -0.11 -0.19 0.06
H -1.66393 -0.49892 -3.09510 -0.15 0.19 -0.16 0.04
H -1.58312 -1.65109 -4.40931 -0.15 -0.25 -0.20 0.04
H -3.14929 -3.93383 -1.19404 -0.38 -0.08 0.00 0.07
H 4.95580 -1.61443 -0.73442 0.22 -0.09 0.21 0.08
H 4.52784 -0.48288 0.57719 0.27 -0.09 0.09 0.08
H 3.67322 -0.44861 -0.94378 0.03 0.15 -0.06 0.07
H 2.79522 -3.77687 1.36145 0.14 -0.23 -0.07 0.12
```
Positions in Å, forces in eV/Å.

multiplicity	1
total charge	+1
energy relative to the best compared isomer or geometry (same formula, charge and spin)	0.0	kcal/mol
structure (SMILES)	C=Cc1c(C(=O)OCOCOCCO)c(CCCC)c(P(C)O)[n+](S(=O)(=O)C(F)(F)F)c1B(C)O
max |F|	3.66	eV Å⁻¹
energy	-2536.96955	Ha